The following is a DFT calculation (wB97M-V/def2-TZVPD) of 2 unconnected molecules or ions with the total composition C2H5NOS in a non-equilibrium geometry.

Spin multiplicity ... 1
Energy above the lowest of the compared OMol25 structures with the same formula, charge and spin ... 89.5 kcal per mole

CARTESIAN COORDINATES (ANGSTROEM)
C  3.183  -0.760  0.444
C  0.177  -0.389  0.015
N  0.552  1.000  -0.295
O  3.345  -1.307  1.461
S  3.363  0.232  -0.738
H  -0.561  -0.354  0.740
H  -0.206  -0.869  -0.888
H  1.639  1.087  -0.562
H  0.340  1.434  0.625
H  0.224  1.525  -1.006

Atom charges from the natural (NBO) analysis, given in e for atoms 1 to 4: atom 1 (C): 0.4586, atom 2 (C): -0.7273, atom 3 (N): -0.6996, atom 4 (O): -0.4412